{
  "formula": "C17H25IrO",
  "method": "wB97M-V/def2-TZVPD",
  "spin_multiplicity": 6,
  "orbital_gap_ev": [5.796, 6.902],
  "de_lowest_kcal_mol": 0.0,
  "s2": 8.7724,
  "total_charge": 1,
  "max_force_ha_per_bohr": 0.131,
  "homo_energy_ha": [-0.3401, -0.4362],
  "species": ["C", "C", "C", "C", "H", "H", "H", "H", "H", "H", "H", "H", "H", "C", "C", "C", "H", "C", "C", "H", "H", "H", "H", "C", "C", "C", "H", "C", "C", "H", "H", "H", "H", "Ir", "C", "C", "C", "O", "H", "H", "H", "H", "H", "H"],
  "coordinates": [[3.82, -0.01, -1.72], [3.67, -1.31, -2.42], [3.67, 1.24, -2.51], [4.55, 0.04, -0.44], [4.58, 1.49, -3.08], [3.47, 2.10, -1.87], [2.86, 1.17, -3.24], [4.58, -1.60, -2.96], [2.87, -1.29, -3.16], [3.46, -2.12, -1.72], [5.64, 0.04, -0.58], [4.32, -0.83, 0.19], [4.31, 0.94, 0.13], [-2.59, -0.21, -1.07], [-1.75, 0.76, -1.66], [-0.60, 0.11, -2.18], [-1.95, 1.82, -1.71], [-0.74, -1.27, -1.93], [-1.97, -1.47, -1.24], [-2.37, -2.41, -0.92], [-3.55, -0.04, -0.62], [0.21, 0.58, -2.71], [-0.05, -2.04, -2.22], [0.00, 0.59, 2.63], [-0.96, 1.50, 2.12], [-0.34, 2.22, 1.07], [-1.96, 1.64, 2.49], [0.99, 1.75, 0.92], [1.20, 0.75, 1.89], [2.11, 0.20, 2.05], [-0.15, -0.09, 3.45], [-0.81, 2.99, 0.48], [1.72, 2.11, 0.21], [-0.51, -0.12, 0.29], [-3.38, -2.11, 2.59], [-3.29, -0.79, 1.88], [-4.43, 0.20, 1.97], [-2.21, -0.53, 1.26], [-4.35, -2.23, 3.12], [-2.57, -2.19, 3.34], [-3.28, -2.93, 1.85], [-4.10, 1.14, 2.45], [-4.86, 0.43, 0.98], [-5.26, -0.21, 2.59]]
}


{
  "formula": "C17H25N2O2",
  "method": "wB97M-V/def2-TZVPD",
  "spin_multiplicity": 1,
  "orbital_gap_ev": 9.855,
  "de_lowest_kcal_mol": 0.0,
  "total_charge": 1,
  "smiles": "O=C(COc1ccccc1)N1CC[NH+](C2CCCC2)CC1",
  "max_force_ha_per_bohr": 0.015,
  "homo_energy_ha": -0.4466,
  "species": ["O", "C", "C", "O", "C", "C", "C", "C", "C", "C", "N", "C", "C", "N", "C", "C", "C", "C", "C", "C", "C", "H", "H", "H", "H", "H", "H", "H", "H", "H", "H", "H", "H", "H", "H", "H", "H", "H", "H", "H", "H", "H", "H", "H", "H", "H"],
  "coordinates": [[-3.58, 0.00, -1.74], [-3.22, 0.15, -0.59], [-3.32, 1.49, 0.12], [-2.18, 1.84, 0.88], [-1.01, 2.12, 0.23], [-0.05, 2.80, 0.98], [1.18, 3.11, 0.43], [1.47, 2.73, -0.87], [0.54, 2.04, -1.61], [-0.70, 1.71, -1.06], [-2.63, -0.88, 0.09], [-2.23, -0.93, 1.47], [-0.69, -0.91, 1.57], [-0.10, -1.23, 0.24], [1.38, -1.44, 0.29], [2.00, -1.47, -1.12], [3.24, -0.56, -1.06], [3.53, -0.40, 0.43], [2.13, -0.33, 1.04], [-0.79, -2.41, -0.32], [-2.26, -2.07, -0.64], [-3.54, 2.24, -0.64], [-4.15, 1.47, 0.83], [-0.31, 3.11, 1.98], [1.90, 3.66, 1.01], [2.43, 2.99, -1.30], [0.75, 1.75, -2.63], [-1.44, 1.24, -1.69], [-2.63, -1.85, 1.90], [-2.65, -0.09, 2.02], [-0.34, 0.08, 1.87], [-0.34, -1.64, 2.29], [-0.28, -0.40, -0.37], [1.54, -2.39, 0.80], [1.30, -1.11, -1.87], [2.28, -2.49, -1.39], [4.08, -0.99, -1.60], [3.01, 0.41, -1.50], [4.11, 0.49, 0.64], [4.06, -1.27, 0.81], [2.14, -0.48, 2.12], [1.70, 0.64, 0.82], [-0.28, -2.74, -1.23], [-0.72, -3.21, 0.42], [-2.91, -2.91, -0.37], [-2.41, -1.86, -1.70]]
}


{
  "formula": "C17H25N3O3S",
  "method": "wB97M-V/def2-TZVPD",
  "spin_multiplicity": 1,
  "orbital_gap_ev": 9.228,
  "de_lowest_kcal_mol": 25.7,
  "smiles": "O=C(N1CCCCCC1)N1CCN(S(=O)(=O)c2ccccc2)CC1",
  "max_force_ha_per_bohr": 0.022,
  "homo_energy_ha": -0.3133,
  "species": ["O", "C", "N", "C", "C", "C", "C", "C", "C", "N", "C", "C", "N", "S", "O", "O", "C", "C", "C", "C", "C", "C", "C", "C", "H", "H", "H", "H", "H", "H", "H", "H", "H", "H", "H", "H", "H", "H", "H", "H", "H", "H", "H", "H", "H", "H", "H", "H", "H"],
  "coordinates": [[-1.12, -1.86, -0.71], [-1.38, -0.69, -0.51], [-2.60, -0.28, -0.07], [-3.10, 1.06, -0.31], [-4.47, 1.10, -1.00], [-5.64, 1.03, -0.03], [-5.85, -0.35, 0.59], [-4.61, -0.91, 1.27], [-3.52, -1.34, 0.29], [-0.45, 0.34, -0.75], [0.72, -0.07, -1.52], [1.77, -0.76, -0.64], [2.11, 0.05, 0.51], [3.25, 1.25, 0.19], [3.32, 2.08, 1.35], [3.04, 1.88, -1.09], [4.72, 0.24, 0.08], [5.43, 0.16, -1.10], [6.56, -0.64, -1.15], [6.97, -1.35, -0.03], [6.25, -1.25, 1.15], [5.12, -0.46, 1.21], [0.96, 0.49, 1.26], [-0.06, 1.20, 0.36], [-3.17, 1.62, 0.64], [-2.36, 1.56, -0.94], [-4.53, 0.30, -1.74], [-4.53, 2.05, -1.54], [-5.48, 1.76, 0.77], [-6.55, 1.32, -0.55], [-6.66, -0.28, 1.32], [-6.16, -1.05, -0.19], [-4.20, -0.18, 1.98], [-4.90, -1.79, 1.85], [-3.99, -1.77, -0.61], [-2.91, -2.13, 0.73], [0.39, -0.76, -2.30], [1.15, 0.83, -1.96], [2.68, -0.94, -1.21], [1.37, -1.71, -0.28], [5.09, 0.72, -1.95], [7.13, -0.72, -2.07], [7.85, -1.97, -0.07], [6.57, -1.80, 2.03], [4.54, -0.35, 2.11], [1.32, 1.17, 2.04], [0.50, -0.39, 1.72], [-0.94, 1.48, 0.94], [0.40, 2.10, -0.06]]
}


{
  "formula": "C17H25N3O4",
  "method": "wB97M-V/def2-TZVPD",
  "spin_multiplicity": 1,
  "orbital_gap_ev": 8.916,
  "de_lowest_kcal_mol": 59.2,
  "smiles": "CC(C)(C)CC(=O)Nc1ccc(OC(=O)NN2CCOCC2)cc1",
  "max_force_ha_per_bohr": 0.079,
  "homo_energy_ha": -0.3144,
  "species": ["C", "C", "C", "C", "C", "C", "O", "N", "C", "C", "C", "C", "O", "C", "O", "N", "N", "C", "C", "O", "C", "C", "C", "C", "H", "H", "H", "H", "H", "H", "H", "H", "H", "H", "H", "H", "H", "H", "H", "H", "H", "H", "H", "H", "H", "H", "H", "H", "H"],
  "coordinates": [[1.73, -0.86, 4.19], [0.45, -1.64, 4.65], [0.67, -2.21, 6.10], [-0.75, -0.71, 4.76], [0.10, -2.86, 3.75], [-0.22, -2.62, 2.31], [-1.25, -3.07, 1.83], [0.73, -1.99, 1.49], [0.66, -1.77, 0.13], [-0.30, -2.37, -0.75], [-0.23, -2.17, -2.12], [0.77, -1.37, -2.64], [0.80, -1.14, -3.99], [0.28, 0.03, -4.44], [0.20, 0.33, -5.62], [-0.16, 0.96, -3.51], [-0.80, 2.20, -3.82], [-1.84, 2.60, -2.85], [-2.55, 3.87, -3.36], [-1.56, 4.89, -3.57], [-0.58, 4.55, -4.55], [0.13, 3.27, -4.14], [1.76, -0.81, -1.80], [1.69, -0.98, -0.41], [1.99, -0.11, 4.96], [1.61, -0.35, 3.22], [2.55, -1.58, 4.07], [0.94, -1.42, 6.78], [1.43, -2.95, 6.14], [-0.26, -2.67, 6.46], [-0.53, 0.13, 5.42], [-1.01, -0.36, 3.75], [-1.62, -1.24, 5.17], [-0.72, -3.43, 4.23], [0.96, -3.52, 3.75], [1.56, -1.66, 2.00], [-1.06, -3.06, -0.42], [-0.94, -2.63, -2.78], [0.11, 0.74, -2.55], [-2.59, 1.81, -2.75], [-1.38, 2.82, -1.88], [-3.31, 4.21, -2.62], [-3.06, 3.72, -4.32], [0.11, 5.38, -4.61], [-1.07, 4.47, -5.50], [0.72, 3.47, -3.24], [0.81, 2.91, -4.92], [2.58, -0.25, -2.23], [2.45, -0.55, 0.24]]
}


{
  "formula": "C17H25N3O5P2SeTc",
  "method": "wB97M-V/def2-TZVPD",
  "spin_multiplicity": 4,
  "orbital_gap_ev": [8.332, 7.118],
  "de_lowest_kcal_mol": 0.0,
  "s2": 3.7842,
  "max_force_ha_per_bohr": 0.028,
  "homo_energy_ha": [-0.3022, -0.3135],
  "species": ["Tc", "N", "C", "C", "O", "N", "C", "C", "O", "O", "H", "H", "H", "H", "H", "H", "C", "P", "C", "C", "C", "C", "C", "C", "C", "P", "C", "C", "H", "H", "H", "H", "H", "H", "H", "H", "H", "H", "H", "H", "H", "H", "H", "H", "C", "O", "C", "O", "H", "H", "H", "Se", "C", "N"],
  "coordinates": [[0.02, -0.24, -0.11], [-0.66, -3.13, 1.40], [-1.97, -2.98, 0.76], [-2.58, -1.61, 1.03], [-3.67, -1.54, 1.59], [-1.86, -0.49, 0.66], [-2.49, 0.78, 1.07], [-1.49, 1.92, 1.09], [-1.79, 3.02, 1.46], [-0.28, 1.59, 0.63], [-0.16, -3.93, 1.03], [-0.77, -3.26, 2.39], [-2.71, -3.70, 1.10], [-1.85, -3.09, -0.32], [-2.95, 0.69, 2.05], [-3.29, 1.06, 0.39], [-1.91, 2.05, -2.29], [-0.62, 0.78, -2.32], [-1.14, -0.35, -3.65], [0.84, 1.62, -3.02], [0.75, 2.33, -4.22], [1.88, 2.93, -4.76], [3.10, 2.83, -4.11], [3.19, 2.14, -2.92], [2.07, 1.54, -2.36], [2.19, 0.64, -0.77], [3.57, -0.51, -1.00], [2.80, 1.89, 0.40], [-2.01, 2.54, -3.26], [-1.67, 2.80, -1.53], [-2.86, 1.58, -2.02], [-1.33, 0.20, -4.57], [-2.04, -0.88, -3.34], [-0.35, -1.09, -3.83], [-0.19, 2.41, -4.74], [1.80, 3.48, -5.69], [3.98, 3.30, -4.53], [4.15, 2.07, -2.42], [3.34, -1.19, -1.82], [3.66, -1.08, -0.08], [4.49, 0.04, -1.21], [3.65, 2.42, -0.02], [3.11, 1.37, 1.31], [2.00, 2.58, 0.64], [1.01, -0.83, 4.01], [0.45, -0.46, 2.74], [1.12, -0.82, 1.62], [2.18, -1.40, 1.65], [0.21, -1.32, 4.57], [1.32, 0.07, 4.53], [1.85, -1.51, 3.88], [0.86, -4.17, -2.86], [0.57, -2.81, -1.82], [0.37, -1.88, -1.11]]
}


{
  "formula": "C17H25N3O6P2Pd",
  "method": "wB97M-V/def2-TZVPD",
  "spin_multiplicity": 1,
  "orbital_gap_ev": 5.740,
  "de_lowest_kcal_mol": 0.9,
  "total_charge": 2,
  "max_force_ha_per_bohr": 0.013,
  "homo_energy_ha": -0.5692,
  "species": ["Pd", "C", "C", "C", "C", "C", "C", "C", "C", "C", "C", "N", "C", "C", "C", "C", "C", "N", "H", "H", "H", "H", "H", "H", "H", "H", "H", "H", "H", "H", "H", "H", "H", "H", "H", "N", "C", "C", "P", "O", "O", "O", "P", "O", "O", "O", "H", "H", "H", "H", "H", "H", "H", "H"],
  "coordinates": [[0.96, 0.63, 0.36], [-2.15, 2.58, 1.20], [-1.86, 1.94, -0.17], [-2.30, 0.51, -0.22], [-3.45, 0.21, -0.91], [-4.07, -1.02, -0.75], [-3.55, -2.02, 0.09], [-2.42, -1.84, 0.83], [-1.88, -3.03, 1.58], [-2.61, -3.26, 2.91], [-1.73, -0.54, 0.68], [-0.60, -0.26, 1.27], [-0.23, -0.79, 2.52], [0.96, -0.39, 3.00], [1.68, -0.59, 4.25], [2.82, 0.10, 4.14], [2.83, 0.74, 2.82], [1.75, 0.45, 2.17], [-1.97, 3.65, 1.13], [-1.50, 2.18, 1.98], [-3.19, 2.44, 1.50], [-0.81, 2.07, -0.44], [-2.42, 2.47, -0.94], [-3.90, 0.96, -1.54], [-4.98, -1.22, -1.29], [-4.04, -2.99, 0.11], [-0.80, -2.96, 1.72], [-2.04, -3.90, 0.95], [-2.56, -2.40, 3.59], [-2.18, -4.12, 3.42], [-3.67, -3.46, 2.74], [-0.95, -1.35, 3.10], [1.33, -1.19, 5.08], [3.62, 0.18, 4.87], [3.60, 1.36, 2.38], [3.61, 0.16, -3.14], [2.24, 0.81, -2.99], [1.80, 1.43, -4.30], [2.36, 2.09, -1.67], [3.73, 2.76, -2.15], [1.15, 2.93, -1.63], [2.70, 1.30, -0.37], [1.18, -0.55, -2.31], [0.45, -1.07, -3.63], [0.12, 0.13, -1.45], [2.08, -1.54, -1.68], [4.33, 0.88, -3.26], [3.62, -0.46, -3.95], [3.79, -0.42, -2.31], [2.49, 2.21, -4.61], [0.82, 1.88, -4.17], [1.73, 0.68, -5.09], [3.96, 3.61, -1.76], [0.18, -1.99, -3.60]]
}